# C55H51BaN6O6P4Se

A molecular structure, C55H51BaN6O6P4Se (the ωB97M-V functional and the def2-TZVPD basis, the OMol25 dataset).

highest occupied orbital energy	-4.05	eV
strongest force on any atom	0.60	eV Å⁻¹
LUMO level	1.893	eV
HOMO-LUMO gap	0.2183	hartree
calculated total energy	-6698.987068	hartree

Structure (ORCA input):
```
! RIJCOSX wB97M-V def2-TZVPD def2/J DEFGRID3
* xyz -1 1
Ba 0.12 -1.04 -0.20
C -6.09 -1.12 0.72
N -4.97 -0.53 0.02
C -4.78 0.81 -0.20
C -3.53 0.93 -0.74
N -2.94 -0.30 -0.83
C -3.83 -1.16 -0.37
P -3.60 -2.94 -0.06
C -2.60 -2.68 1.45
N -2.40 -1.48 1.96
C -1.74 -1.68 3.14
C -1.58 -3.02 3.35
N -2.17 -3.65 2.29
C -2.09 -5.07 2.01
C -2.48 -3.38 -1.43
N -1.82 -2.55 -2.22
C -1.27 -3.32 -3.20
C -1.60 -4.63 -3.00
N -2.39 -4.66 -1.89
C -2.84 -5.89 -1.26
H -6.86 -0.36 0.83
H -5.78 -1.46 1.71
H -6.49 -1.96 0.16
H -5.54 1.54 0.04
H -3.00 1.82 -1.03
H -1.41 -0.85 3.75
H -1.07 -3.57 4.12
H -1.84 -5.59 2.93
H -1.32 -5.26 1.26
H -3.06 -5.43 1.67
H -0.65 -2.90 -3.96
H -1.30 -5.54 -3.50
H -3.15 -6.59 -2.04
H -3.69 -5.67 -0.62
H -2.01 -6.31 -0.69
C 5.21 1.30 6.18
C 4.97 2.40 5.37
C 4.20 2.27 4.23
C 3.66 1.03 3.86
C 3.92 -0.07 4.68
C 4.68 0.06 5.84
P 2.57 0.74 2.41
C 3.09 2.17 1.37
C 4.41 2.21 0.92
C 4.89 3.27 0.17
C 4.03 4.31 -0.18
C 2.70 4.26 0.22
C 2.23 3.20 0.99
C 0.93 1.30 2.97
C 0.68 2.03 4.14
C -0.59 2.53 4.35
C -1.57 2.34 3.38
C -1.28 1.61 2.23
C -0.02 1.03 1.98
H 5.81 1.40 7.08
H 5.38 3.37 5.64
H 4.02 3.13 3.60
H 3.52 -1.04 4.41
H 4.87 -0.80 6.46
H 5.08 1.40 1.19
H 5.92 3.29 -0.15
H 4.40 5.15 -0.76
H 2.02 5.07 -0.05
H 1.20 3.17 1.31
H 1.47 2.19 4.87
H -0.81 3.08 5.26
H -2.56 2.75 3.53
H -2.09 1.47 1.52
O 2.27 0.08 -1.47
P 2.68 0.74 -2.73
C 1.74 2.26 -3.06
P -0.06 2.06 -2.84
O -0.44 1.45 -1.55
C -0.67 1.14 -4.25
C -1.56 0.11 -3.96
C -2.06 -0.68 -4.98
C -1.68 -0.44 -6.30
C -0.79 0.58 -6.59
C -0.28 1.37 -5.57
C -0.67 3.77 -2.92
C -0.89 4.47 -4.10
C -1.33 5.78 -4.05
C -1.54 6.40 -2.82
C -1.32 5.70 -1.64
C -0.89 4.38 -1.69
C 4.42 1.21 -2.78
C 5.32 0.28 -2.25
C 6.68 0.52 -2.30
C 7.15 1.70 -2.87
C 6.27 2.63 -3.39
C 4.90 2.38 -3.35
C 2.49 -0.34 -4.17
C 2.87 0.09 -5.44
C 2.73 -0.76 -6.52
C 2.24 -2.05 -6.33
C 1.89 -2.48 -5.06
C 2.01 -1.63 -3.97
H 1.96 2.67 -4.05
H 2.06 2.99 -2.30
H -1.82 -0.11 -2.93
H -2.73 -1.50 -4.74
H -2.07 -1.06 -7.09
H -0.47 0.75 -7.61
H 0.45 2.14 -5.81
H -0.75 3.98 -5.06
H -1.51 6.33 -4.97
H -1.88 7.43 -2.78
H -1.49 6.18 -0.69
H -0.73 3.82 -0.77
H 4.94 -0.63 -1.79
H 7.37 -0.20 -1.88
H 8.22 1.89 -2.91
H 6.63 3.54 -3.83
H 4.21 3.12 -3.74
H 3.28 1.08 -5.59
H 3.02 -0.44 -7.51
H 2.14 -2.72 -7.17
H 1.54 -3.49 -4.90
H 1.77 -2.00 -2.97
O 2.60 -4.71 0.30
Se 1.11 -4.27 -0.15
O 1.18 -3.21 -1.43
O 0.35 -3.36 1.01
O 0.15 -5.55 -0.51
*
```

Atomic partial charges in e from the Mulliken method, atoms 1 to 6: 1.02, -0.84, 0.25, -0.81, -0.65, 1.03

---

# C7H13FO

A single C7H13FO molecule at a distorted geometry (the ωB97M-V functional and the def2-TZVPD basis, the OMol25 dataset).

SMILES string	C[C@@]1(O)CCC[C@@]1(C)F
highest occupied orbital energy	-9.35	eV
strongest force on any atom	4.31	eV Å⁻¹
LUMO level	0.770	eV
HOMO-LUMO gap	0.3720	hartree
calculated total energy	-449.579182	hartree

Structure (ORCA input):
```
! RIJCOSX wB97M-V def2-TZVPD def2/J DEFGRID3
* xyz 0 1
C 1.15 1.16 1.39
C 0.73 0.51 0.08
O 1.05 1.18 -1.08
C 1.32 -0.98 -0.02
C 0.08 -1.84 0.17
C -1.01 -1.16 -0.56
C -1.01 0.26 0.03
C -1.62 1.35 -0.74
F -1.51 0.30 1.36
H 0.50 2.04 1.53
H 2.15 1.49 1.58
H 0.91 0.50 2.23
H 1.11 2.22 -0.91
H 2.14 -1.03 0.65
H 1.75 -1.11 -0.97
H 0.21 -2.81 -0.34
H -0.16 -1.96 1.20
H -0.87 -1.08 -1.65
H -1.86 -1.77 -0.41
H -0.77 1.67 -1.46
H -1.70 2.31 -0.23
H -2.57 1.19 -1.14
*
```

Atomic partial charges in e from the Mulliken method, atoms 1 to 6: -1.69, 1.11, -0.68, -1.35, -0.52, -0.87

---

Energy above the lowest of the compared OMol25 structures with the same formula, charge and spin, respectively: 0.000 0.000 eV.